80
Properties=species:S:1:pos:R:3:forces:R:3 method="wB97M-V/def2-TZVPD" homo_ev="-3.21 / -7.77" total_charge=0 s_squared=0.762 multiplicity=2 lumo_ev="0.30 / 0.35"
La -0.05690 -0.07074 -0.16640 1.67 -0.61 1.68
C 3.69080 0.09426 -0.03380 0.22 0.24 0.15
C 3.33120 1.50946 -0.53790 0.03 -0.16 0.13
C 2.63950 2.33836 0.50770 0.20 0.18 -0.08
C 3.28470 3.43806 1.06500 -0.07 0.00 0.08
C 2.64830 4.18506 2.04230 -0.10 -0.21 -0.08
C 1.37770 3.79746 2.43530 0.13 -0.03 -0.01
C 0.79910 2.69826 1.82210 0.02 0.20 0.20
N 1.40400 1.98466 0.87240 0.12 0.25 0.05
N 2.79550 -0.91454 -0.60640 -0.17 0.05 -0.16
C 3.23590 -1.18734 -1.96930 -0.10 0.06 -0.04
C 2.23200 -1.91764 -2.81910 0.19 -0.17 -0.16
C 2.67300 -2.56064 -3.97290 -0.07 -0.02 0.05
C 1.75060 -3.16544 -4.80540 -0.04 0.13 0.12
C 0.41180 -3.08584 -4.45960 0.00 0.07 0.07
C 0.06570 -2.42284 -3.29160 -0.30 -0.22 -0.24
N 0.95130 -1.86564 -2.47370 0.18 0.22 0.27
C 2.79930 -2.16354 0.15290 -0.06 -0.36 0.18
C 2.27560 -2.01914 1.55860 1.01 -1.67 0.74
C 2.51690 -3.01374 2.49280 0.31 0.67 -1.67
C 2.02980 -2.86794 3.78870 -0.29 -0.73 1.28
C 1.33840 -1.70074 4.09440 -0.22 0.83 -0.49
C 1.15510 -0.75804 3.10350 -0.54 0.05 2.26
N 1.58200 -0.91014 1.84140 -0.48 1.00 -2.39
H 3.61340 0.06176 1.05410 -0.04 -0.08 -0.14
H 4.73660 -0.13754 -0.29940 -0.12 -0.03 0.04
H 2.65700 1.42596 -1.39630 0.18 0.08 0.01
H 4.23630 2.02856 -0.85680 -0.08 0.02 -0.06
H 4.27730 3.69916 0.72930 0.06 0.00 -0.04
H 3.13590 5.04186 2.48720 0.00 0.02 0.01
H 0.84170 4.33246 3.20300 -0.09 0.04 0.05
H -0.19930 2.38706 2.09950 0.05 -0.03 -0.01
H 4.18980 -1.75074 -1.97030 -0.16 0.18 0.02
H 3.41740 -0.23214 -2.47210 0.11 -0.01 0.06
H 3.72570 -2.57494 -4.21010 0.13 -0.01 0.01
H 2.06670 -3.67244 -5.70610 0.01 -0.03 -0.04
H -0.35410 -3.51814 -5.08450 -0.08 -0.03 -0.01
H -0.96920 -2.32834 -2.99340 -0.04 0.00 0.11
H 3.81250 -2.60444 0.19610 -0.15 0.08 -0.12
H 2.15540 -2.87674 -0.37630 0.13 0.07 -0.17
H 3.08210 -3.89184 2.21610 0.14 -0.06 -0.13
H 2.19420 -3.63004 4.53570 0.02 -0.05 0.04
H 0.94950 -1.52884 5.08780 0.00 0.13 0.10
H 0.64480 0.17296 3.30720 -0.07 0.08 0.18
C -1.82300 5.60736 -2.66610 -0.05 -0.39 -0.01
C -2.57410 4.30856 -2.92350 -0.26 0.32 0.10
O -1.64640 3.24626 -3.12350 0.26 -0.19 0.00
P -1.46200 2.02986 -2.09790 -0.87 1.07 -0.97
S 0.32540 1.32556 -2.62710 -0.33 0.17 -0.27
S -1.79050 2.59826 -0.22260 0.30 -0.55 -0.52
O -2.66640 1.04866 -2.58110 0.60 0.47 0.13
C -3.46260 0.24876 -1.70970 -0.53 -0.40 0.22
C -4.94080 0.55876 -1.89620 0.40 0.12 -0.01
H -2.51940 6.44176 -2.60320 -0.05 0.05 0.00
H -1.10950 5.79376 -3.46600 0.01 0.04 -0.07
H -1.27710 5.52586 -1.72870 0.05 0.05 0.07
H -3.17140 4.37416 -3.83830 0.00 -0.04 0.16
H -3.22440 4.07676 -2.07190 -0.03 0.05 -0.19
H -3.17540 0.42406 -0.66040 -0.09 -0.08 -0.33
H -3.26570 -0.79684 -1.95610 0.07 0.18 0.10
H -5.18850 1.55216 -1.52580 0.00 0.09 -0.01
H -5.52400 -0.17414 -1.34210 -0.09 -0.06 0.04
H -5.20861 0.49726 -2.94920 -0.05 -0.01 -0.05
F -1.41730 -1.60154 -0.91780 -0.56 -0.67 -0.43
C -3.63241 0.29596 3.70610 -0.10 0.59 0.19
N -2.90440 -0.83894 3.19630 -0.12 -0.77 -0.02
C -3.25390 -2.12524 3.49010 0.81 -0.14 -0.77
C -2.62530 -3.16854 2.86700 -0.73 0.25 0.70
C -1.63100 -2.86384 1.91700 1.11 0.73 -0.66
N -1.22930 -1.60394 1.72360 -0.66 -1.12 0.14
C -1.84940 -0.58684 2.32310 -0.03 -0.31 0.66
O -1.49790 0.57856 2.11880 -0.05 0.35 -0.38
N -0.98160 -3.80734 1.17830 -0.65 0.41 0.24
H -4.50780 -0.04064 4.25760 0.05 -0.05 -0.03
H -3.93970 0.92766 2.87080 -0.03 -0.04 0.09
H -2.99540 0.89946 4.35570 -0.06 -0.06 -0.02
H -4.04460 -2.26184 4.21150 -0.05 0.02 0.01
H -2.89900 -4.18744 3.08120 -0.06 -0.07 0.07
H -1.43150 -4.70574 1.09710 0.13 0.03 -0.01
H -0.59970 -3.42164 0.32160 0.01 -0.15 0.02

***

76
Properties=species:S:1:pos:R:3:forces:R:3 method="wB97M-V/def2-TZVPD" homo_ev=-8.14 total_charge=0 lumo_ev=0.41
K 0.02948 0.41925 -0.66847 -0.16 -0.76 0.90
C 2.28254 -2.77129 -0.79640 -0.02 -0.08 -0.12
C 2.90716 -2.17588 0.43229 0.15 0.20 -0.02
N 2.83268 -2.80481 1.52486 0.10 0.18 0.10
C 3.32616 -2.39928 2.83350 -0.18 -0.32 0.06
C 4.20305 -1.18883 3.12508 0.17 0.02 0.04
N 3.52280 0.09205 3.05636 -0.10 0.02 -0.10
C 2.53969 0.31501 4.11582 0.09 0.08 0.20
C 1.06558 0.06510 3.72888 -0.03 -0.23 -0.09
N 0.20337 1.22093 3.54724 0.00 0.12 0.00
C 0.16489 1.81043 2.22200 0.05 -0.06 -0.03
C 1.48434 2.42146 1.73121 -0.02 0.27 -0.27
N 1.34162 2.93073 0.35808 0.05 -0.19 0.30
C 2.04688 2.45498 -0.58434 0.15 -0.11 -0.06
C 1.85659 2.94068 -2.00191 0.02 -0.08 0.20
C 3.07479 1.34766 -0.39074 -0.14 0.27 -0.07
C 4.42252 1.62880 -0.57959 -0.01 -0.06 0.03
C 5.34330 0.61072 -0.40135 -0.03 0.07 -0.02
C 4.89029 -0.64665 -0.03611 0.09 -0.02 0.03
C 3.53103 -0.82966 0.14657 -0.38 -0.16 0.01
N 2.63057 0.13490 -0.05450 0.44 0.26 0.02
H 1.51298 -2.11759 -1.21356 -0.03 0.04 0.05
H 1.84578 -3.73971 -0.56131 0.03 -0.02 0.00
H 3.03834 -2.88157 -1.57781 0.01 -0.06 -0.01
H 3.85397 -3.27872 3.21664 0.05 0.04 -0.04
H 2.43225 -2.34328 3.46740 0.01 0.04 -0.01
H 5.06650 -1.15961 2.46063 -0.04 -0.04 -0.03
H 4.60510 -1.37565 4.13722 -0.04 0.04 -0.01
H 4.20495 0.83721 3.04627 0.01 -0.03 0.01
H 2.63304 1.34889 4.46219 -0.04 -0.01 -0.04
H 2.78746 -0.31194 4.98595 -0.01 0.01 -0.02
H 0.61060 -0.57662 4.49120 0.02 0.04 0.05
H 1.04495 -0.51562 2.80101 -0.01 0.05 -0.01
H 0.33930 1.91131 4.27412 0.01 0.01 -0.02
H -0.62709 2.56029 2.17161 0.04 0.04 0.10
H -0.16571 1.01481 1.55742 0.02 0.01 0.18
H 2.29039 1.69731 1.84703 0.00 -0.05 -0.03
H 1.71101 3.28489 2.36592 0.00 0.01 -0.02
H 1.23534 2.22957 -2.56936 0.10 0.03 0.14
H 2.81408 3.00602 -2.52055 0.03 0.05 0.00
H 1.36328 3.90936 -1.98762 -0.02 0.00 -0.01
H 4.72799 2.62469 -0.86994 0.03 0.00 -0.01
H 6.39776 0.79620 -0.55860 0.02 -0.03 0.02
H 5.57210 -1.47505 0.10247 0.01 0.00 -0.01
N -1.11987 -2.20867 -1.93669 -0.07 0.05 0.04
C -1.40895 -1.97997 -3.36114 0.02 -0.11 0.08
C -1.95988 -0.57942 -3.57212 -0.19 -0.13 -0.17
C -1.02581 0.47340 -2.98620 0.03 0.03 -0.42
O 0.20768 0.29419 -3.15370 -0.07 0.10 -0.40
O -1.52862 1.37959 -2.27686 -0.33 0.18 -0.49
H -0.79886 -3.15725 -1.78270 0.05 0.03 -0.01
H -1.94694 -2.09982 -1.35783 -0.06 0.05 -0.08
H -2.10666 -2.71972 -3.77701 0.00 0.04 0.01
H -0.46325 -2.07137 -3.89483 0.01 0.03 -0.03
H -2.94998 -0.48038 -3.11893 0.03 0.04 0.05
H -2.08254 -0.39671 -4.64346 0.04 -0.01 0.01
C -4.79835 1.09281 -0.28637 0.07 0.05 -0.02
C -5.42292 -0.03565 0.20799 -0.06 -0.03 0.00
C -4.66384 -0.96210 0.90377 0.02 0.04 0.00
C -3.30690 -0.71689 1.07367 0.18 -0.17 0.20
N -2.69016 0.36165 0.58922 -0.13 0.02 -0.16
C -3.43317 1.24184 -0.07998 0.04 0.05 0.01
C -2.46148 -1.69237 1.82811 -0.05 0.17 -0.16
C -2.94484 -2.28069 2.99157 -0.02 -0.01 0.01
C -2.15173 -3.19519 3.66118 0.01 -0.01 0.01
C -0.90518 -3.49328 3.13847 0.00 0.02 -0.01
C -0.50538 -2.84877 1.97768 0.08 0.01 -0.08
N -1.25305 -1.95807 1.32626 0.02 -0.01 0.19
H -5.33557 1.84875 -0.84092 -0.04 -0.02 -0.01
H -6.48072 -0.20304 0.04902 0.00 0.01 0.00
H -5.10304 -1.86951 1.29385 -0.02 -0.02 0.00
H -2.91032 2.09086 -0.49654 0.03 0.02 0.01
H -3.91964 -2.00144 3.36678 -0.01 -0.02 0.03
H -2.50032 -3.66097 4.57376 0.00 0.00 0.01
H -0.24129 -4.20415 3.61011 -0.01 -0.02 0.03
H 0.47273 -3.06008 1.56020 0.00 0.01 -0.03

***

74
Properties=species:S:1:pos:R:3:forces:R:3 method="wB97M-V/def2-TZVPD" homo_ev=-7.91 total_charge=0 lumo_ev=0.31 smiles="O=C(Nc1ncc(SCCN2CCCC2)s1)[C@]1(c2ccc(S(=O)(=O)C3CC3)cc2)C[C@H]1C1CCCCC1"
O -3.78624 -2.98797 -1.61405 -0.17 -0.04 -0.08
C -2.84240 -2.70519 -0.91195 -0.01 0.04 0.13
N -1.64418 -3.36090 -1.09661 -0.24 -0.33 -0.67
C -0.52575 -3.34165 -0.30548 1.23 -0.31 0.03
N -0.49496 -3.21196 0.97072 -1.15 -0.39 -0.13
C 0.76674 -3.19140 1.45297 1.01 0.12 -0.40
C 1.76524 -3.31535 0.53060 -0.11 0.03 -0.04
S 1.06447 -3.46639 -1.06479 -0.50 0.09 0.70
S 3.46212 -3.50373 0.86748 0.27 -0.20 -0.07
C 4.21786 -2.69233 -0.58732 -0.30 0.10 0.40
C 4.44968 -1.20012 -0.36537 -0.07 -0.05 -0.23
N 5.71144 -0.99588 0.32161 -0.13 -0.22 0.23
C 6.84781 -0.93881 -0.58640 0.23 -0.08 -0.04
H 6.72033 -1.62790 -1.42147 0.04 -0.07 0.02
C 6.98874 0.53240 -1.04480 -0.02 -0.06 -0.06
H 6.58571 0.66601 -2.04835 0.05 0.05 -0.04
H 8.03518 0.83374 -1.05948 0.02 0.00 -0.07
C 6.17473 1.32430 -0.01055 -0.07 -0.02 0.13
H 5.26397 1.72481 -0.45531 0.03 0.06 -0.01
H 6.73802 2.14647 0.42639 -0.01 0.09 0.00
C 5.79949 0.26494 1.04022 0.01 0.22 0.14
H 4.86886 0.49681 1.55233 0.08 -0.08 0.05
H 6.59946 0.16228 1.77971 -0.01 0.08 0.03
H 7.73473 -1.24238 -0.02288 0.03 -0.02 -0.12
H 3.64425 -0.78813 0.24714 0.04 -0.05 -0.08
H 4.40788 -0.68841 -1.33933 -0.01 0.07 0.00
H 3.56602 -2.88792 -1.43752 0.15 -0.02 -0.09
H 5.16693 -3.20679 -0.73022 -0.04 -0.01 -0.11
H 0.92333 -3.08971 2.50959 0.13 0.05 0.24
H -1.61720 -3.96189 -1.91234 -0.14 0.11 0.16
C -2.87156 -1.65613 0.15918 -0.38 0.00 0.01
C -1.66617 -0.79362 0.22313 0.12 0.43 0.02
C -1.08390 -0.38462 1.42026 -0.01 0.14 -0.17
C 0.05526 0.39778 1.41356 -0.01 0.04 0.19
C 0.62076 0.77222 0.21027 0.50 0.43 -0.05
C 0.05572 0.39036 -0.99063 0.09 0.04 -0.16
C -1.08999 -0.38221 -0.98082 -0.05 0.08 0.22
H -1.53938 -0.68505 -1.91608 -0.02 -0.02 -0.10
H 0.53185 0.68155 -1.91366 0.01 0.02 -0.16
S 2.09234 1.78865 0.23556 -0.27 0.23 0.31
O 2.83148 1.47077 1.43035 -0.26 0.12 0.22
O 2.77212 1.66839 -1.02860 -0.31 0.10 -0.33
C 1.46131 3.46594 0.39510 0.20 -0.90 -0.03
C 0.73970 4.00220 -0.79656 -0.15 0.14 -0.19
C 2.10790 4.50103 -0.46473 0.24 0.10 -0.19
H 2.22746 5.49799 -0.06876 -0.07 -0.01 0.14
H 2.92480 4.16182 -1.08332 0.02 -0.03 -0.08
H -0.11108 4.64751 -0.63610 -0.01 0.01 0.13
H 0.64112 3.34163 -1.64420 0.05 -0.06 -0.10
H 1.14159 3.68373 1.40045 -0.06 0.03 0.11
H 0.53775 0.69800 2.33046 0.00 -0.02 0.17
H -1.49581 -0.70726 2.36223 -0.04 -0.07 0.09
C -3.68900 -2.03564 1.37695 -0.08 0.01 -0.12
C -4.25184 -1.06145 0.40077 -0.03 0.09 0.03
C -4.40989 0.39595 0.77107 0.10 0.09 0.09
C -4.33573 1.30948 -0.45830 0.03 -0.20 -0.04
C -5.55021 1.15159 -1.36846 0.01 0.29 0.10
C -6.83536 1.42114 -0.59239 -0.03 -0.29 -0.13
C -6.94501 0.48027 0.60301 0.00 0.28 0.10
C -5.73117 0.62649 1.51675 0.06 -0.18 -0.06
H -5.80627 -0.07791 2.34770 0.02 0.04 0.10
H -5.72325 1.63681 1.93315 0.00 0.04 0.07
H -7.02378 -0.54902 0.25074 -0.08 -0.09 -0.02
H -7.85169 0.70471 1.16901 -0.03 -0.10 0.00
H -7.69971 1.29309 -1.24680 -0.04 0.09 0.00
H -6.83344 2.45551 -0.23919 -0.04 0.08 0.00
H -5.57520 0.14304 -1.78304 -0.02 -0.07 -0.10
H -5.46920 1.84969 -2.20457 0.01 -0.07 -0.07
H -3.42033 1.09707 -1.01435 0.05 0.07 0.01
H -4.28334 2.34641 -0.11601 0.04 0.07 0.00
H -3.58672 0.66565 1.44336 -0.06 -0.02 -0.01
H -5.00747 -1.44537 -0.27182 0.08 -0.12 -0.03
H -3.36092 -1.67599 2.33867 0.09 0.12 0.10
H -4.08602 -3.03913 1.40215 -0.01 -0.09 -0.06